Computed, not measured: C27H40AsN3NiOSSi as an isolated structure, with ωB97M-V with the def2-TZVPD basis set.

Geometry as XYZ:
```
75
C27H40AsN3NiOSSi ωB97M-V with the def2-TZVPD basis set
Ni 0.067 0.329 0.778
S -0.177 -0.919 3.649
C 1.340 -0.269 3.179
C 2.389 -0.121 4.119
C 3.613 0.391 3.761
C 3.824 0.774 2.436
C 2.773 0.621 1.555
N 1.563 0.133 1.881
H 2.186 -0.431 5.135
H 4.401 0.492 4.501
H 4.766 1.181 2.094
H 2.878 0.915 0.517
C -0.774 3.363 2.113
Si -0.845 2.836 0.297
C 0.905 3.178 -0.420
C -1.933 4.230 -0.470
N -1.435 1.269 0.016
C -2.605 0.782 -0.429
C -3.826 1.511 -0.475
C -5.026 0.969 -0.901
C -5.105 -0.351 -1.328
C -3.928 -1.097 -1.328
C -2.731 -0.552 -0.913
O -1.572 -1.314 -1.007
C -1.651 -2.602 -0.562
C -1.944 -2.847 0.773
C -1.934 -4.150 1.233
C -1.631 -5.206 0.379
C -1.329 -4.948 -0.951
C -1.344 -3.642 -1.427
H -0.312 4.352 2.223
H -0.198 2.637 2.691
H -1.784 3.410 2.534
H 0.974 4.201 -0.810
H 1.280 1.309 -0.993
H 1.551 3.169 0.469
H -1.357 5.163 -0.474
H -2.839 4.412 0.113
H -2.237 4.020 -1.499
H -3.813 2.527 -0.113
H -5.919 1.588 -0.882
H -6.041 -0.793 -1.646
H -3.934 -2.132 -1.656
H -2.084 -2.003 1.440
H -2.118 -4.336 2.284
H -1.605 -6.222 0.755
H -1.075 -5.763 -1.620
H -1.101 -3.409 -2.457
C -0.375 1.846 -2.994
C 1.083 2.271 -2.775
C 1.301 3.664 -3.368
C 1.989 1.276 -3.505
N 1.523 2.240 -1.376
H -0.603 1.806 -4.066
H -1.069 2.546 -2.529
H -0.557 0.867 -2.547
H 1.134 3.637 -4.450
H 2.323 4.001 -3.176
H 0.608 4.393 -2.943
H 1.722 1.206 -4.564
H 1.884 0.284 -3.057
H 3.033 1.582 -3.413
C 2.548 -4.740 -0.460
As 1.783 -3.146 0.453
C 3.241 -2.991 1.764
C 2.467 -1.884 -0.887
H 3.606 -4.594 -0.694
H 1.995 -4.913 -1.384
H 2.438 -5.624 0.173
H 4.215 -3.078 1.274
H 3.133 -3.785 2.506
H 3.172 -2.031 2.277
H 3.559 -1.825 -0.861
H 2.018 -0.907 -0.695
H 2.142 -2.224 -1.873
```

The spin multiplicity is 1. Its net charge is -2. The orbital gap (alpha / beta) comes out at 4.112 / 4.108 eV. The HOMO energy (alpha / beta) comes out at 0.027 / 0.027 hartree. The value obtained for the energy above the lowest of the compared OMol25 structures with the same formula, charge and spin is 0.000 eV.